A 2-piece molecular cluster, C5H14OS overall, computed with ωB97M-V/def2-TZVPD.

Last column: Mulliken charge in e.
Atoms and positions in Å:
S -1.962 -1.156 -0.428  -0.060
O 2.904 3.584 0.148  -0.655
C -2.504 -1.426 -2.147  -0.876
C 0.706 -0.291 -0.299  -0.138
C 0.261 -0.072 2.205  -1.043
C 0.803 -0.967 1.101  -0.549
C -0.698 0.127 -0.689  -0.789
H -0.765 0.240 2.045  0.294
H 1.362 0.573 -0.227  -0.062
H 0.178 -1.858 1.065  0.369
H -2.637 -0.450 -2.621  0.290
H 0.861 0.830 2.302  0.256
H 0.348 -0.582 3.176  0.323
H 2.549 2.804 -0.305  0.337
H 1.046 -1.025 -1.018  0.270
H 1.856 -1.178 1.247  0.335
H -0.989 1.019 -0.141  0.350
H -1.826 -2.119 -2.629  0.253
H -0.763 0.411 -1.736  0.422
H 2.775 3.365 1.077  0.320
H -3.508 -1.829 -2.127  0.353

---

A 2-piece molecular cluster, C5H14OS overall, computed with ωB97M-V/def2-TZVPD.

Last column: Mulliken charge in e.
Atoms and positions in Å:
S -0.022 1.547 -1.147  -0.061
O -1.868 2.853 6.446  -0.641
C 0.741 -2.575 0.850  -1.005
C 0.132 -1.214 -1.300  -0.502
C 0.918 0.029 -1.619  -0.911
C -0.124 -1.447 0.182  -0.400
C -0.284 2.251 -2.806  -0.853
H -1.064 3.013 -2.774  0.322
H 0.641 -2.079 -1.747  0.368
H 1.474 -2.180 1.535  0.266
H -0.822 -1.169 -1.823  0.248
H -1.145 -1.768 0.356  0.328
H 0.095 -3.312 1.320  0.294
H 0.668 2.624 -3.160  0.271
H 1.833 0.100 -1.033  0.358
H 1.175 0.113 -2.673  0.418
H -2.106 2.607 5.540  0.322
H -0.004 -0.541 0.772  0.316
H 1.318 -3.085 0.066  0.276
H -0.911 2.779 6.471  0.319
H -0.645 1.454 -3.456  0.267

---

A 2-piece molecular cluster, C5H14S overall, computed with ωB97M-V/def2-TZVPD.

Last column: Mulliken charge in e.
Atoms and positions in Å:
S -1.928 -0.268 -0.744  -1.535
C -2.303 1.482 -0.255  -0.311
C 1.816 0.899 0.463  -1.064
C 1.942 -0.883 -1.270  -1.291
C -2.164 -1.149 0.857  -0.572
C 1.649 -0.561 0.193  0.465
H -1.772 -2.151 0.751  0.320
H 3.007 -0.906 -1.528  0.383
H -2.168 2.061 -1.167  0.324
H -3.284 1.629 0.193  0.327
H 2.327 -1.205 0.772  0.347
H -3.209 -1.131 1.145  0.412
H 1.603 -1.893 -1.509  0.379
H 1.036 1.464 -0.053  0.149
H 2.805 1.260 0.169  0.391
H 1.467 -0.158 -1.932  0.305
H -1.627 -0.568 1.610  0.051
H 0.637 -0.926 0.366  -0.306
H -1.511 1.787 0.436  -0.097
H 1.676 1.215 1.503  0.321

2S+1: 2
Total charge: -1
Expectation value of S²: 0.751

---

A 2-piece molecular cluster, C5H14S overall, computed with ωB97M-V/def2-TZVPD.

Last column: Mulliken charge in e.
Atoms and positions in Å:
S 0.003 1.798 -1.091  -0.050
C 0.331 2.626 -2.658  -0.874
C -0.732 -0.924 2.537  -1.170
C -1.267 -1.846 0.255  -1.138
C 1.578 1.028 -0.694  -0.848
C -0.275 -1.792 1.385  0.070
H -0.039 -2.792 1.737  0.301
H -0.889 -2.392 -0.612  0.316
H 0.648 -1.374 0.998  0.078
H 1.526 -0.044 -0.838  0.217
H 1.826 1.212 0.357  0.304
H -2.212 -2.344 0.451  0.387
H 1.183 2.170 -3.156  0.282
H -1.568 -0.875 -0.158  0.228
H -0.524 2.434 -3.304  0.302
H -1.584 -1.333 3.090  0.349
H 2.395 1.485 -1.239  0.384
H 0.052 -0.809 3.291  0.324
H -0.982 0.078 2.209  0.265
H 0.533 3.695 -2.560  0.273

---

A 2-piece molecular cluster, C5H14S2 overall, computed with ωB97M-V/def2-TZVPD.

Last column: Mulliken charge in e.
Atoms and positions in Å:
S -2.486 -3.175 0.635  -0.090
S -0.034 2.630 -0.405  -0.106
C -1.834 -1.851 1.837  -0.770
C -1.020 -3.265 -0.416  -0.790
C 1.380 1.941 -1.394  -0.504
C 1.242 0.448 -1.756  -0.784
C 0.606 3.136 1.240  -0.794
H 2.279 2.058 -0.795  0.309
H -0.983 -2.563 -1.247  0.262
H -2.465 -0.957 1.716  0.258
H -0.832 -4.305 -0.714  0.334
H 0.936 2.365 1.949  0.275
H -0.217 3.768 1.558  0.286
H -0.109 -3.032 0.148  0.238
H 1.442 3.810 1.030  0.279
H 2.227 -0.028 -1.831  0.330
H 1.445 2.534 -2.295  0.329
H 0.666 -0.142 -1.046  0.102
H -0.822 -1.479 1.677  0.262
H -2.107 -2.258 2.793  0.289
H 0.687 0.367 -2.684  0.285

---

A 2-piece molecular cluster, C5H14Si3 overall, computed with ωB97M-V/def2-TZVPD.

Last column: Mulliken charge in e.
Atoms and positions in Å:
Si 1.129 -2.637 0.096  0.187
Si -0.336 1.300 -0.455  0.349
Si 2.044 0.795 -0.540  0.270
C -1.343 -0.084 -1.353  -1.114
C 0.667 -3.651 1.561  -0.630
C 0.340 -3.983 2.671  0.143
C -0.723 1.123 1.367  -0.896
C -0.746 3.138 -1.143  -1.240
H 0.120 -4.502 3.513  0.435
H 2.394 -3.366 -0.373  -0.100
H 3.070 1.034 0.383  -0.123
H -0.028 -2.365 -0.820  -0.095
H 0.049 3.762 -1.317  0.384
H -0.036 1.819 1.958  0.287
H -1.746 1.515 1.692  0.321
H -1.905 -0.788 -0.671  0.345
H -0.741 -0.767 -1.963  0.334
H 2.983 0.371 -1.654  -0.096
H -0.538 0.092 1.874  0.225
H -1.358 2.936 -2.039  0.305
H -1.826 0.494 -2.139  0.327
H -1.468 3.763 -0.647  0.384

---

C5H15AsF6N3O2Rb as an isolated structure, computed with ωB97M-V/def2-TZVPD.

Last column: Mulliken charge in e.
Atoms and positions in Å:
Rb -1.156 1.521 1.152  0.883
As 1.029 2.301 4.370  1.988
F 0.808 3.707 5.469  -0.488
F 1.022 0.956 3.245  -0.484
F -0.159 1.335 5.308  -0.495
F 2.228 3.153 3.304  -0.493
F 2.361 1.680 5.437  -0.500
F -0.288 2.980 3.347  -0.535
O 1.377 1.906 -0.352  -0.564
O 0.179 -1.483 -1.278  -0.254
N -2.312 0.075 -1.137  -0.388
N 3.213 1.631 -1.679  -0.467
N 2.895 0.335 0.076  -0.352
C -2.311 -1.344 -1.468  0.427
C -0.959 -1.806 -2.089  -0.944
C 2.427 1.345 -0.620  0.765
C -3.547 -1.558 -2.454  -1.431
C 0.278 -2.397 -0.138  -0.764
H -0.814 -1.240 -3.010  0.388
H -1.055 -2.842 -2.415  0.399
H 1.306 -2.438 0.222  0.230
H -2.537 -2.003 -0.630  0.209
H 3.062 2.484 -2.198  0.225
H -3.283 -1.551 -3.512  0.302
H -3.241 0.403 -1.363  0.194
H -4.052 -2.504 -2.260  0.339
H 0.018 -3.378 -0.537  0.385
H -0.315 -2.040 0.705  0.259
H 2.290 -0.040 0.792  0.132
H 3.854 0.950 -2.059  0.152
H -1.768 0.682 -1.734  0.280
H -4.392 -0.874 -2.365  0.438
H 3.843 0.054 -0.130  0.164

---

A 5-piece molecular cluster, C5H15B3ClN6O12PS overall, computed with ωB97M-V/def2-TZVPD.

Last column: Mulliken charge in e.
Atoms and positions in Å:
Cl -2.040 -2.807 3.547  -0.255
S -6.632 -0.499 3.454  -0.126
P -2.225 -2.872 1.392  -0.096
O 3.016 -2.123 -2.688  -0.553
O -1.996 0.025 1.265  -0.317
O -0.598 -3.151 0.785  -0.505
O 0.188 -5.871 -2.622  -0.501
O 3.750 5.863 1.097  -0.490
O 2.070 -6.349 -1.582  -0.482
O 2.554 6.245 -0.713  -0.513
O -4.013 1.611 0.647  -0.273
O 1.268 -1.371 -1.578  -0.519
O 0.753 3.964 2.085  -0.526
O 0.100 3.516 0.029  -0.521
O -4.067 -0.942 0.001  -0.262
N -2.104 2.444 2.137  -0.674
N -6.283 0.306 0.452  -0.460
N 0.403 4.290 0.945  0.908
N 2.031 -2.269 -1.956  0.926
N 3.602 5.950 -0.128  0.842
N 0.942 -6.630 -2.003  0.824
C 0.341 5.748 0.653  -0.692
C 0.452 -8.010 -1.739  -0.750
C -6.527 -0.098 1.770  0.332
C 4.792 5.674 -0.978  -0.753
C 1.739 -3.651 -1.490  -0.682
B -4.743 0.331 0.351  0.525
B -2.843 -1.104 0.836  0.621
B -2.738 1.299 1.321  0.531
H 1.569 -4.268 -2.375  0.319
H -0.549 -8.117 -2.163  0.315
H 0.428 -8.150 -0.656  0.286
H 4.998 6.576 -1.558  0.286
H -1.080 2.413 1.864  0.270
H 2.606 -3.998 -0.925  0.298
H -2.100 2.067 3.127  0.279
H 0.849 -3.630 -0.857  0.334
H -0.379 6.192 1.343  0.322
H 1.341 6.157 0.804  0.243
H 4.545 4.832 -1.627  0.291
H 1.148 -8.704 -2.214  0.284
H 0.019 5.887 -0.382  0.273
H -0.227 -2.208 0.663  0.329
H 5.638 5.429 -0.333  0.313

---

An isolated ion of composition C5H15BN3O2 and charge +1, computed with ωB97M-V/def2-TZVPD.

Last column: Mulliken charge in e.
Atoms and positions in Å:
O -1.380 -2.320 1.331  -0.629
O 1.002 -2.704 1.157  -0.498
N -3.118 0.907 -1.144  -0.604
N -2.792 0.076 0.987  -0.265
N -1.016 0.166 -0.469  -0.041
C 0.076 -0.314 0.400  -0.533
C -2.285 0.375 -0.163  0.689
C 3.239 1.491 -0.831  -1.339
C 1.437 -0.039 -0.274  -1.088
C 1.791 1.488 -0.295  -0.519
B -0.071 -1.944 1.030  0.565
H 3.935 0.933 -0.240  0.358
H 3.156 1.227 -1.822  0.376
H 3.551 2.555 -0.741  0.373
H -2.136 -0.436 1.566  0.270
H -3.947 0.358 -1.311  0.255
H 2.054 -0.705 0.388  0.331
H 1.360 -0.520 -1.169  0.522
H 1.854 1.993 0.574  0.504
H -2.666 1.054 -2.008  0.237
H 1.064 -3.467 1.795  0.348
H 1.229 2.170 -0.925  0.379
H -1.565 -3.244 1.234  0.302
H -0.216 0.329 1.326  0.449
H -0.798 0.207 -1.467  0.282
H -3.758 0.366 1.070  0.274

Total charge: +1

---

A 2-piece molecular cluster, C5H15BrF5N2O2P2 overall, computed with ωB97M-V/def2-TZVPD.

Last column: Mulliken charge in e.
Atoms and positions in Å:
Br 0.122 -5.846 -1.386  -0.345
P -0.690 -3.738 -1.538  0.129
P 0.038 -2.880 0.536  0.563
F 1.322 -1.745 -1.776  -0.304
F 0.085 0.389 0.710  -0.322
F -0.338 0.148 -1.392  -0.301
F 2.392 -1.410 0.083  -0.305
F 1.600 0.881 -0.746  -0.384
O 1.514 3.873 -1.129  -0.605
O -2.282 -3.986 -1.078  -0.489
N -0.890 -4.136 1.364  -0.729
N 0.551 -2.164 2.108  -0.883
C 1.126 -1.476 -0.442  0.322
C 0.613 -0.015 -0.459  0.812
C 0.390 3.964 1.018  -0.911
C -0.911 3.765 -1.128  -0.992
C 0.338 4.319 -0.459  0.339
H -0.798 -4.033 2.366  0.288
H -2.836 -3.756 -1.830  0.300
H 0.410 2.878 1.136  0.025
H 1.554 2.911 -1.051  0.433
H -0.930 4.037 -2.184  0.295
H -1.872 -4.076 1.120  0.253
H -1.107 -1.987 0.373  -0.248
H -0.923 2.675 -1.055  0.113
H 1.229 -1.416 2.024  0.317
H 1.214 -3.686 0.463  0.004
H 0.359 5.406 -0.576  0.314
H -0.483 4.341 1.554  0.371
H 1.290 4.370 1.480  0.299
H -0.270 -1.751 2.545  0.269
H -1.816 4.146 -0.651  0.370

Total charge: -1

---

Looking at max |F| for the records above, in order, we have 1.51 1.45 1.41 1.47 2.26 3.82 2.41 9.16 5.53 0.57 eV/A.
Looking at E for the records above, in order, we have -18294.564 -18294.409 -16245.634 -16246.978 -27081.542 -29039.058 -91797.040 -73608.328 -14666.199 -114713.132 eV.